53
Properties=species:S:1:pos:R:3:forces:R:3 method="wB97M-V/def2-TZVPD" e_above_lowest_ev=3.486 smiles="CCCCCCCCCCC[C@H]1N(O)[C@]12C=C(C)C=CC2=O" homo_lumo_gap_ev=8.4
C -2.440 2.641 -1.641 -0.211 -0.084 -0.054
C -3.494 1.564 -1.877 0.188 -0.104 -0.085
C -3.029 0.171 -1.449 -0.253 0.216 0.206
C -2.956 0.004 0.068 0.195 -0.248 -0.360
C -2.332 -1.333 0.467 -0.188 0.207 0.273
C -2.028 -1.440 1.967 0.206 -0.264 -0.104
C -0.580 -1.099 2.327 -0.245 0.235 -0.059
C -0.183 0.324 1.946 0.257 -0.341 0.282
C 1.198 0.714 2.468 -0.212 0.237 -0.090
C 1.628 2.111 1.995 0.176 -0.176 -0.025
C 2.562 2.083 0.784 0.093 0.041 0.100
C 1.940 1.456 -0.434 0.228 0.257 0.417
N 2.628 1.254 -1.660 -0.585 0.226 -0.590
O 3.959 1.575 -1.752 0.805 0.154 0.218
C 2.249 0.020 -0.902 0.098 -0.356 0.270
C 1.168 -0.752 -1.494 -0.015 -0.686 -0.030
C 1.088 -2.093 -1.365 -0.517 0.776 -0.364
C 2.097 -2.777 -0.611 0.614 0.182 0.334
C 3.153 -2.133 -0.074 -0.016 -0.606 0.155
C 3.334 -0.710 -0.217 0.121 0.651 -0.028
O 4.350 -0.125 0.183 -0.077 -0.413 -0.064
H 4.452 1.194 -0.981 -0.394 -0.004 -0.139
H 3.924 -2.658 0.470 0.061 -0.060 0.042
H 2.000 -3.848 -0.496 0.056 -0.105 0.041
C 0.005 -2.912 -1.996 0.070 0.055 -0.011
H -0.722 -2.282 -2.500 -0.090 0.011 -0.029
H -0.507 -3.513 -1.245 -0.111 -0.066 0.027
H 0.439 -3.593 -2.727 -0.035 -0.085 -0.067
H 0.434 -0.197 -2.057 -0.140 0.052 -0.125
H 0.905 1.743 -0.602 -0.045 -0.065 -0.032
H 2.842 3.108 0.517 0.027 -0.042 -0.046
H 3.479 1.558 1.061 -0.116 0.169 -0.077
H 2.160 2.621 2.801 -0.054 0.074 -0.035
H 0.741 2.706 1.764 -0.063 0.078 0.059
H 1.173 0.690 3.560 0.029 -0.079 0.019
H 1.934 -0.027 2.147 0.070 -0.067 0.056
H -0.918 1.022 2.355 -0.057 0.087 -0.094
H -0.194 0.413 0.860 -0.094 0.110 -0.150
H -0.448 -1.229 3.404 0.091 -0.042 0.043
H 0.092 -1.801 1.825 0.049 -0.055 0.026
H -2.222 -2.462 2.303 -0.071 0.034 0.062
H -2.702 -0.785 2.522 -0.085 0.011 0.087
H -3.014 -2.133 0.172 0.020 -0.061 -0.092
H -1.404 -1.476 -0.089 0.074 -0.054 -0.108
H -3.963 0.073 0.486 -0.038 0.067 0.077
H -2.371 0.818 0.490 -0.003 0.087 0.105
H -3.711 -0.578 -1.858 0.045 -0.091 -0.039
H -2.041 -0.018 -1.880 0.072 -0.068 -0.065
H -3.738 1.543 -2.942 -0.089 0.031 0.026
H -4.406 1.822 -1.334 -0.091 -0.008 -0.050
H -2.797 3.604 -2.000 0.052 0.117 0.001
H -1.522 2.400 -2.175 0.115 0.008 -0.037
H -2.209 2.743 -0.584 0.085 0.055 0.125


56
Properties=species:S:1:pos:R:3:forces:R:3 method="wB97M-V/def2-TZVPD" e_above_lowest_ev=3.913 total_charge=+2 multiplicity=4 homo_lumo_gap_ev="5.3 / 4.6" s2=4.1706
C 1.175 -1.055 0.365 0.811 -0.801 -0.845
C 2.073 -0.362 -0.504 0.176 -0.656 0.502
C 2.678 0.712 0.242 -0.731 0.401 1.542
H 2.439 -0.665 -1.487 -0.383 -0.040 0.344
C 2.008 0.748 1.533 1.522 -1.185 -1.413
C 1.106 -0.378 1.594 0.827 0.943 -0.116
H 0.613 -0.712 2.512 -0.079 0.246 -0.584
H 0.771 -2.061 0.165 -0.140 0.909 -0.021
H 3.495 1.370 -0.102 -0.605 -0.553 0.374
H 2.360 1.326 2.366 -0.292 0.312 0.142
Mn 0.593 1.251 -0.173 0.058 0.204 -0.024
C -1.471 2.878 -4.436 0.686 -0.252 -1.809
H -0.492 3.197 -4.837 -0.391 -0.151 0.153
H -1.383 1.686 -4.425 -0.382 1.618 -0.048
H -2.312 2.595 -5.091 -0.202 -0.019 -0.699
Si 1.570 3.022 -1.590 -1.691 1.040 0.456
C 1.394 4.146 -3.159 -0.145 -0.082 -1.250
C 2.167 3.804 -4.289 -0.130 -0.096 -0.264
H 2.671 2.842 -4.308 0.262 0.105 0.056
C 2.274 4.619 -5.432 -0.302 -0.027 0.124
H 2.909 4.324 -6.283 -0.367 0.112 0.588
C 1.520 5.794 -5.499 0.259 0.038 -0.403
H 1.570 6.420 -6.403 -0.015 -0.314 0.537
C 0.686 6.155 -4.440 -0.108 -0.389 0.278
H 0.053 7.051 -4.538 0.402 -0.512 0.252
C 0.643 5.349 -3.287 -0.149 -0.461 -0.037
H -0.064 5.612 -2.509 0.192 0.226 0.222
C 2.571 4.155 -0.550 0.007 0.228 -0.305
C 3.434 5.043 -1.246 0.119 -0.227 0.114
H 3.264 5.250 -2.325 0.263 -0.104 1.078
C 4.534 5.591 -0.588 0.088 -0.186 0.427
H 5.177 6.308 -1.141 -0.285 -0.701 0.697
C 4.788 5.175 0.744 -0.359 0.473 -0.372
H 5.705 5.502 1.234 -0.262 -0.044 -0.074
C 3.846 4.414 1.475 0.131 0.188 0.150
H 4.008 4.169 2.540 0.062 0.322 -0.721
C 2.701 3.952 0.843 0.482 -0.115 -0.507
H 1.935 3.360 1.369 0.585 0.328 -0.234
H -2.039 3.852 -4.227 0.271 -0.932 0.036
H -1.558 2.610 -3.415 0.182 -0.168 2.306
N -3.292 -0.315 0.605 0.014 0.547 -0.036
C -3.075 -1.329 -0.305 1.079 1.242 -0.003
C -1.906 -1.005 -0.962 -0.739 0.153 0.790
N -1.382 0.160 -0.433 -1.477 0.852 0.314
C -2.275 0.600 0.482 0.618 -1.680 -0.538
C -1.930 1.635 1.437 1.037 0.583 1.068
N -0.704 2.188 1.500 -1.598 -0.090 -0.169
C -0.694 2.914 2.691 -0.436 -0.715 -0.939
C -1.874 2.753 3.353 -0.137 -0.148 0.097
N -2.649 1.947 2.556 0.050 -0.440 -1.083
H -4.119 -0.233 1.208 0.694 -0.178 -0.455
H -3.711 -2.173 -0.356 -0.508 -0.511 -0.214
H -1.454 -1.560 -1.766 0.255 0.033 0.103
H 0.123 3.523 2.981 0.609 0.222 0.173
H -2.181 3.074 4.340 -0.065 0.105 -0.330
H -3.608 1.642 2.658 0.240 0.346 0.570


12
Properties=species:S:1:pos:R:3:forces:R:3 method="wB97M-V/def2-TZVPD" e_above_lowest_ev=0.307 smiles=Cc1ccoc1 homo_lumo_gap_ev=9.7
C -1.762 -0.025 -0.041 -0.046 0.009 -0.013
C -0.266 0.089 0.001 0.071 0.107 0.000
C 0.487 1.218 0.054 -0.236 0.038 -0.010
O 1.813 0.924 0.072 0.021 -0.042 0.003
C 1.911 -0.426 0.029 0.015 -0.169 -0.005
C 0.681 -0.992 -0.012 0.074 0.003 0.001
H -2.193 0.628 -0.806 0.055 -0.075 0.097
H -2.220 0.240 0.916 0.073 -0.028 -0.078
H -2.062 -1.050 -0.274 0.050 0.123 0.010
H 0.241 2.270 0.085 0.018 -0.179 -0.019
H 2.914 -0.826 0.027 -0.152 0.043 0.016
H 0.456 -2.050 -0.051 0.058 0.171 -0.002


110
Properties=species:S:1:pos:R:3:forces:R:3 method="wB97M-V/def2-TZVPD" e_above_lowest_ev=1.405 total_charge=-1 homo_lumo_gap_ev=6.5
N 3.106 -0.825 1.430 -0.933 2.119 -0.001
H 2.612 -0.047 0.947 0.408 -0.066 0.293
H 3.761 -0.389 2.090 0.170 -0.088 -0.331
H 3.602 -1.276 0.640 -0.124 -1.169 0.677
H 2.359 -1.285 1.993 1.031 -0.702 -0.818
N 5.039 -2.447 -0.878 0.208 0.966 0.035
O 4.029 -2.023 -1.543 0.984 -0.453 0.635
O 4.839 -2.866 0.310 0.172 0.255 -1.104
O 6.196 -2.350 -1.342 -1.426 -0.532 0.409
N 1.582 1.485 -1.519 -0.129 -1.319 0.791
O 1.724 0.879 -0.413 -0.504 0.505 -1.351
O 0.916 0.944 -2.450 0.475 0.861 0.864
O 2.074 2.624 -1.645 0.164 -0.370 -0.305
C -5.029 0.931 1.739 0.179 -0.308 0.659
C -3.602 0.364 1.519 -2.005 -0.253 0.147
C -3.317 0.323 0.022 1.594 0.663 0.214
C -1.882 -0.160 -0.277 0.428 0.418 -0.657
P -1.686 -1.865 -0.817 0.178 -0.037 0.099
C -2.378 -1.999 -2.508 1.204 -1.153 0.781
C -1.746 -1.204 -3.635 -1.334 0.924 -1.910
C -0.437 -1.690 -4.266 -0.102 -0.952 2.511
C -0.244 -1.220 -5.673 0.023 1.162 -0.300
C 0.053 -2.336 -0.758 0.326 0.265 0.475
C 0.373 -3.823 -0.735 0.954 -0.430 -0.626
C 1.867 -4.043 -0.392 -0.559 -0.286 0.104
C 2.141 -5.488 0.029 -1.186 -0.166 0.431
C -2.594 -2.995 0.273 -1.937 0.532 0.081
C -3.310 -4.205 -0.386 1.942 0.224 -0.039
C -3.996 -5.094 0.660 0.259 0.156 -0.902
C -3.075 -5.445 1.813 0.909 0.502 0.329
H -5.197 1.835 1.148 -0.188 -0.294 -0.275
H -5.208 1.243 2.774 0.292 -0.130 0.002
H -5.761 0.137 1.573 -0.192 0.363 -0.484
H -3.600 -0.660 1.900 0.309 0.159 0.294
H -2.963 0.983 2.149 0.709 -0.203 -0.603
H -3.365 1.362 -0.325 -0.159 -0.129 -0.206
H -4.007 -0.256 -0.597 -0.409 0.029 0.449
H -1.145 0.095 0.486 -0.188 -0.307 0.309
H -1.484 0.367 -1.152 0.011 0.084 -0.147
H -3.464 -2.003 -2.437 -0.025 0.390 -0.184
H -2.093 -3.040 -2.744 -0.386 -0.019 0.096
H -1.763 -0.113 -3.552 0.345 -0.007 0.727
H -2.487 -1.305 -4.452 0.049 -0.174 0.127
H -0.450 -2.782 -4.107 -0.123 -0.057 -0.942
H 0.365 -1.475 -3.552 0.296 0.743 -0.621
H -1.099 -1.468 -6.309 0.347 -0.671 -0.125
H 0.735 -1.482 -6.069 -0.233 -0.472 -0.248
H -0.254 -0.123 -5.759 0.111 -0.038 0.549
H 0.379 -1.929 0.204 -0.167 0.035 0.041
H 0.688 -1.810 -1.474 -0.316 0.139 -0.214
H 0.320 -4.254 -1.743 -0.765 -0.075 0.074
H -0.234 -4.391 -0.029 -0.179 0.120 -0.047
H 2.150 -3.389 0.431 0.117 0.033 -0.142
H 2.451 -3.784 -1.274 0.211 0.252 0.262
H 1.254 -5.917 0.525 0.041 0.340 0.208
H 2.913 -5.498 0.793 0.443 -0.341 -0.433
H 2.255 -6.196 -0.795 0.734 0.245 -0.078
H -3.474 -2.490 0.708 0.544 0.670 -0.022
H -1.963 -3.205 1.139 0.214 -0.308 -0.207
H -2.495 -4.696 -0.939 -0.462 -0.695 0.161
H -4.023 -3.889 -1.149 -0.073 0.208 0.143
H -4.269 -5.964 0.060 -0.427 -0.236 0.463
H -4.886 -4.547 0.975 -0.209 -0.314 0.137
H -3.109 -4.741 2.648 -0.304 0.078 -0.122
H -2.048 -5.313 1.457 0.081 -0.464 0.122
H -3.152 -6.431 2.263 -0.310 -0.155 -0.318
C 1.498 2.204 2.360 0.444 -1.177 1.159
C 0.584 3.361 2.602 -0.609 1.044 0.961
C -0.102 3.799 1.324 -0.940 0.374 -1.262
C 0.878 4.652 0.522 0.708 -2.029 0.513
N 0.454 5.156 -0.810 -1.253 0.228 0.914
C -0.668 6.115 -0.592 -1.251 0.978 -0.175
C -1.295 6.305 -1.953 0.063 0.024 -1.992
C -1.118 4.927 -2.613 0.465 -0.894 0.129
C -0.222 4.134 -1.650 -1.148 -0.623 -0.723
C 1.598 5.788 -1.488 0.061 -0.206 -0.676
H 0.858 1.342 2.152 0.352 -0.024 -0.947
H 2.062 1.822 3.215 -0.344 0.668 0.502
H 2.332 2.429 1.697 -0.487 -0.223 -0.646
H 1.104 4.208 3.072 0.128 0.002 -0.300
H -0.224 3.182 3.320 0.231 -0.594 0.037
H -1.079 4.289 1.432 0.279 0.336 0.695
H -0.409 2.929 0.730 0.549 -0.259 0.227
H 1.673 3.932 0.305 0.383 0.471 -0.002
H 1.245 5.439 1.176 0.067 0.441 -0.455
H -0.358 7.002 -0.046 0.387 0.104 -0.250
H -1.470 5.682 0.004 0.545 -0.520 0.299
H -0.793 7.023 -2.605 0.225 0.201 0.398
H -2.346 6.560 -2.067 -0.053 0.260 0.980
H -0.678 4.956 -3.608 -0.019 0.242 -0.023
H -2.032 4.338 -2.691 -0.190 0.322 -0.137
H 0.409 3.389 -2.126 0.456 0.573 0.093
H -0.881 3.576 -0.993 0.091 0.081 0.208
H 1.904 6.632 -0.882 0.398 -0.054 0.013
H 1.314 6.121 -2.486 -0.228 0.126 0.128
H 2.338 5.006 -1.645 0.264 0.158 0.394
P 5.609 2.007 3.243 -0.100 1.342 0.411
F 4.979 3.443 2.732 0.006 -0.254 -0.185
F 5.126 1.368 1.829 0.078 -0.811 0.165
F 7.029 2.344 2.558 -0.129 -0.013 0.228
F 6.190 0.654 3.893 -0.011 -0.262 -0.841
F 6.024 2.793 4.597 0.010 -0.148 0.127
F 4.149 1.604 3.861 0.006 0.100 0.094
P 0.273 -2.238 3.552 -0.822 -1.856 0.242
F -0.458 -3.614 3.017 -0.090 0.101 -0.271
F -1.100 -1.842 4.277 -0.075 0.443 0.269
F 0.763 -3.049 4.834 0.215 0.248 0.238
F 1.011 -0.910 4.013 0.070 0.397 0.071
F 1.597 -2.704 2.730 0.232 0.074 -0.061
F -0.261 -1.497 2.205 -0.072 0.545 -0.489